Record 1
ORCA calculation (ωB97M-V/def2-TZVPD) on a 3-piece molecular cluster, C5H14NS2 overall in a non-equilibrium geometry.

Cartesian coordinates (Å):
1 S -0.3080 -0.7817 0.8250
2 S 0.2688 -0.0057 -0.9913
3 N -1.8904 2.5175 -1.3552
4 C 0.0995 0.4881 2.0544
5 C -0.0838 1.9976 1.9201
6 C -0.1048 -3.6570 -1.6787
7 C 1.2171 -3.4637 -1.8002
8 C 1.1545 2.6541 1.4002
9 H -0.3892 0.0218 2.9501
10 H 1.2485 2.2052 0.3658
11 H -0.5221 2.5876 2.7920
12 H 1.1987 0.3053 2.1439
13 H -0.5358 -4.3673 -2.3661
14 H 1.0915 3.8131 1.3838
15 H -0.8687 2.2439 1.1881
16 H -2.8257 2.4182 -1.0798
17 H 2.1248 2.3743 1.9479
18 H -1.8488 3.0983 -2.2000
19 H -0.6505 -2.9079 -1.0899
20 H 1.7678 -4.0361 -2.5256
21 H -1.3274 1.6866 -1.3953
22 H 1.7025 -2.5824 -1.3450

Output
- E_HOMO: -13.22 eV
- Energy above the lowest of the compared OMol25 structures with the same formula, charge and spin: 121.76 kcal/mol
- Frontier orbital gap: 4.54 eV
- Electronic energy: -28561.5518 eV
- Net charge: +1

***

Record 2
ORCA calculation (ωB97M-V/def2-TZVPD) on one molecule with the formula C2H5N3O2 in a non-equilibrium geometry.

Cartesian coordinates (Å):
1 O 0.0477 1.8301 1.0546
2 O 0.7651 1.7185 -1.2068
3 N -0.0375 -1.7838 0.3303
4 N -0.3588 2.1204 -0.2888
5 N 0.5427 0.5284 -1.8776
6 C 0.1445 0.5207 1.4348
7 C -0.0826 -0.4812 0.5968
8 H -0.5213 -2.0614 -0.5129
9 H 0.8714 -2.2759 0.3545
10 H -0.5202 0.4365 -2.0168
11 H -0.4700 3.1026 -0.1789
12 H 0.3528 0.5835 2.4418

Output
- E_HOMO (spin up / spin down): -8.48 / -7.42 eV
- Energy above the lowest of the compared OMol25 structures with the same formula, charge and spin: 248.01 kcal/mol
- Frontier orbital gap (spin up / spin down): 8.81 / 7.52 eV
- Electronic energy: -10711.0557 eV

***

Record 3
ORCA calculation (ωB97M-V/def2-TZVPD) on one molecule with the formula C4H4IN in a non-equilibrium geometry.

Cartesian coordinates (Å):
1 I 3.2957 0.5434 0.0618
2 N 1.5706 -0.4973 -0.2086
3 C 0.1151 -0.5490 0.1022
4 C -0.7932 0.3719 0.8477
5 C -0.9070 0.0654 -0.7517
6 C 1.0192 -1.6879 -0.1013
7 H -0.7593 0.9180 -1.4720
8 H -1.7506 -0.5478 -1.1460
9 H -0.4245 1.3261 1.0510
10 H -1.3659 0.0573 1.6170

Output
- E_HOMO: -8.80 eV
- Energy above the lowest of the compared OMol25 structures with the same formula, charge and spin: 127.62 kcal/mol
- Frontier orbital gap: 7.77 eV
- Electronic energy: -13797.5212 eV

***

Look up the energy above the lowest of the compared OMol25 structures with the same formula, charge and spin of the third one.
127.62 kcal/mol